[1]
{
  "formula": "C3H7N2O",
  "method": "ωB97M-V/def2-TZVPD",
  "symbols": ["C", "C", "N", "C", "N", "H", "H", "H", "H", "H", "H", "H", "O"],
  "coordinates": [[2.33, -0.88, 0.64], [1.59, 0.16, 1.17], [0.35, 0.35, 0.46], [0.37, -0.49, -0.58], [1.55, -1.20, -0.53], [3.46, -1.20, 0.83], [1.83, 0.80, 2.07], [-0.30, 1.16, 0.65], [-0.35, -0.52, -1.40], [1.68, -1.82, -1.38], [-3.68, 1.04, -0.06], [-4.87, 1.49, -0.87], [-3.97, 1.11, -0.98]],
  "lowdin_charge": [-0.0001, -0.0489, 0.1006, -0.0431, 0.0768, 0.1864, 0.1558, 0.2094, 0.1655, 0.1981, 0.0256, 0.0590, -0.0852],
  "de_lowest_kj_mol": 119.5,
  "total_charge": 1,
  "lumo_energy_ha": -0.1366,
  "orbital_gap_ev": 10.7,
  "e_homo_ev": -14.408
}



[2]
{
  "formula": "C3H7N2O2",
  "method": "ωB97M-V/def2-TZVPD",
  "symbols": ["C", "C", "O", "C", "N", "O", "N", "H", "H", "H", "H", "H", "H", "H"],
  "coordinates": [[1.34, 0.31, -0.28], [0.94, -1.21, -0.26], [-0.30, -1.32, 0.34], [-0.99, -0.19, 0.20], [-2.18, 0.41, 0.77], [-2.02, -0.02, -0.61], [-0.03, 0.99, 0.02], [2.00, 0.63, 0.51], [1.82, 0.76, -1.22], [0.90, -1.70, -1.18], [1.64, -1.77, 0.35], [-2.91, -0.09, 1.17], [0.17, 1.58, 0.91], [-0.37, 1.62, -0.73]],
  "lowdin_charge": [-0.0016, -0.1049, 0.0959, -0.5679, 0.2049, 0.1033, 0.1758, 0.1192, 0.1650, 0.1223, 0.1449, 0.1136, 0.2308, 0.1987],
  "smiles": "C1CO[C@@]2(NO2)[NH2+]1",
  "de_lowest_kj_mol": 365.6,
  "total_charge": 1,
  "lumo_energy_ha": -0.1358,
  "orbital_gap_ev": 11.1,
  "e_homo_ev": -14.793
}



[3]
{
  "formula": "C3H7N2O2",
  "method": "ωB97M-V/def2-TZVPD",
  "symbols": ["C", "C", "C", "N", "N", "O", "O", "H", "H", "H", "H", "H", "H", "H"],
  "coordinates": [[-1.23, -0.94, -0.43], [-0.40, 1.30, 0.49], [0.82, -1.74, 0.79], [-0.21, -0.98, 0.19], [0.24, 1.54, -0.98], [-2.14, -0.55, -1.05], [-1.57, 1.34, 0.56], [0.25, 1.11, 1.30], [1.73, -1.39, 0.30], [0.70, -1.59, 1.85], [0.63, -2.86, 0.65], [-0.35, 1.01, -1.59], [1.22, 1.18, -0.90], [0.29, 2.58, -1.19]],
  "lowdin_charge": [-0.3277, -0.1921, -0.0448, 0.0190, 0.2555, 0.2030, 0.1459, 0.1419, 0.0927, 0.0880, 0.1311, 0.1176, 0.1751, 0.1951],
  "de_lowest_kj_mol": 175.0,
  "total_charge": 1,
  "lumo_energy_ha": -0.1486,
  "orbital_gap_ev": 10.9,
  "e_homo_ev": -14.990
}



[4]
{
  "formula": "C3H7N2O2",
  "method": "ωB97M-V/def2-TZVPD",
  "symbols": ["C", "N", "O", "C", "N", "C", "O", "H", "H", "H", "H", "H", "H", "H"],
  "coordinates": [[-0.99, 1.33, -0.23], [-1.38, 0.17, 0.08], [-2.16, -0.06, 1.02], [-0.67, -0.96, -0.53], [0.58, -1.03, 0.20], [1.37, -0.02, 0.21], [2.31, 0.04, 1.03], [-1.46, 2.11, 0.25], [-0.34, 1.43, -1.19], [-0.79, -0.77, -1.60], [-1.12, -1.92, -0.25], [0.49, -1.75, 0.83], [1.25, 0.63, -0.66], [2.92, 0.80, 0.85]],
  "lowdin_charge": [0.0617, -0.3486, 0.0169, -0.0339, 0.1657, -0.1720, 0.2450, 0.0914, 0.1379, 0.1611, 0.1609, 0.1515, 0.1620, 0.2004],
  "smiles": "C=[N+]([O-])C/[NH+]=C/O",
  "de_lowest_kj_mol": 401.9,
  "total_charge": 1,
  "lumo_energy_ha": -0.1834,
  "orbital_gap_ev": 8.5,
  "e_homo_ev": -13.475
}



[5]
{
  "formula": "C3H7N2O2",
  "method": "ωB97M-V/def2-TZVPD",
  "symbols": ["O", "C", "C", "N", "C", "O", "N", "H", "H", "H", "H", "H", "H", "H"],
  "coordinates": [[-2.40, -0.51, 0.50], [-1.31, 0.02, 0.07], [-0.71, 1.18, 0.06], [0.61, 1.35, -0.44], [1.16, -0.09, -0.43], [1.73, -0.18, 0.83], [0.04, -1.09, -0.35], [-3.14, 0.05, 0.25], [-1.27, 2.10, 0.27], [1.23, 1.91, 0.23], [1.86, -0.43, -1.14], [2.15, -1.04, 0.97], [0.22, -1.73, 0.41], [-0.16, -1.55, -1.24]],
  "lowdin_charge": [0.1520, -0.1866, -0.0636, 0.0763, -0.3135, 0.0286, 0.2173, 0.1523, 0.1569, 0.1746, 0.1505, 0.1209, 0.1617, 0.1724],
  "smiles": "OC1=CN[C@@H](O)[NH2+]1",
  "de_lowest_kj_mol": 220.0,
  "total_charge": 1,
  "lumo_energy_ha": -0.1327,
  "orbital_gap_ev": 9.8,
  "e_homo_ev": -13.453
}



[6]
{
  "formula": "C3H7N2O2P",
  "method": "ωB97M-V/def2-TZVPD",
  "symbols": ["C", "C", "C", "N", "N", "O", "O", "P", "H", "H", "H", "H", "H", "H", "H"],
  "coordinates": [[-0.08, 2.27, -2.09], [-1.58, -0.41, -0.92], [1.39, -0.56, 2.02], [-0.49, 3.32, -1.82], [0.22, -0.68, 1.24], [1.23, -1.29, -1.08], [0.28, 1.09, -2.28], [0.28, -0.37, -0.48], [-2.15, -1.05, -0.15], [-1.87, 0.58, -0.72], [-1.85, -0.75, -1.87], [2.37, -0.86, 1.28], [1.53, 0.46, 2.20], [1.33, -1.24, 2.83], [-0.62, -0.50, 1.84]],
  "lowdin_charge": [-0.5928, -0.1331, -0.1734, 0.0859, -0.2049, -0.2822, -0.1259, 0.8889, 0.0848, 0.0147, 0.0338, 0.1552, 0.0507, 0.0756, 0.1227],
  "de_lowest_kj_mol": 269.1,
  "lumo_energy_ha": -0.0923,
  "orbital_gap_ev": 7.0,
  "e_homo_ev": -9.512
}



[7]
{
  "formula": "C3H7N2O2P",
  "method": "ωB97M-V/def2-TZVPD",
  "symbols": ["C", "C", "O", "P", "N", "O", "C", "N", "H", "H", "H", "H", "H", "H", "H"],
  "coordinates": [[-1.34, -1.42, -0.24], [-1.83, -0.07, 0.25], [-0.78, 0.86, 0.09], [0.67, 0.95, -0.69], [1.12, 2.42, -0.01], [1.59, -0.17, 0.47], [2.31, -1.04, 0.02], [3.04, -1.86, -0.37], [-0.97, -1.36, -1.27], [-0.33, -1.60, 0.34], [-2.07, -2.32, -0.18], [-1.97, -0.16, 1.28], [-2.64, 0.37, -0.32], [1.97, 2.91, -0.38], [1.21, 2.48, 1.01]],
  "lowdin_charge": [-0.0976, -0.2875, -0.3721, 0.9637, -0.1662, -0.1833, -0.5871, 0.1204, 0.0554, 0.0960, 0.1110, 0.0954, 0.1210, 0.0657, 0.0651],
  "smiles": "CCOP(N)OC#N",
  "de_lowest_kj_mol": 77.1,
  "lumo_energy_ha": 0.0242,
  "orbital_gap_ev": 10.7,
  "e_homo_ev": -10.010
}



[8]
{
  "formula": "C3H7N2OP",
  "method": "ωB97M-V/def2-TZVPD",
  "symbols": ["C", "P", "N", "O", "C", "C", "N", "H", "H", "H", "H", "H", "H", "H"],
  "coordinates": [[-0.73, -0.94, -1.05], [-0.19, 0.67, -0.45], [1.09, 1.28, -1.36], [-1.27, 1.64, -0.43], [0.30, 0.29, 1.20], [-0.15, -0.76, 2.03], [0.93, -1.06, 1.49], [-1.27, -0.93, -1.90], [-0.03, -1.75, -0.87], [-1.45, -1.36, -0.31], [1.99, 0.85, -1.17], [1.11, 2.27, -1.33], [0.81, 1.06, 1.68], [-1.13, -1.24, 2.46]],
  "lowdin_charge": [-0.1513, 0.4655, -0.0571, -0.3345, -0.3605, -0.1619, 0.1359, 0.0092, 0.0503, 0.0701, 0.0599, 0.0370, 0.0749, 0.1624],
  "smiles": "C[P@@](N)(=O)[C@H]1C=N1",
  "de_lowest_kj_mol": 0.0,
  "lumo_energy_ha": 0.0227,
  "orbital_gap_ev": 10.5,
  "e_homo_ev": -9.873
}



[9]
{
  "formula": "C3H7N2OS",
  "method": "ωB97M-V/def2-TZVPD",
  "symbols": ["N", "C", "N", "C", "C", "O", "S", "H", "H", "H", "H", "H", "H", "H"],
  "coordinates": [[1.03, -2.16, 0.21], [0.39, -1.04, 0.09], [0.35, -0.13, 1.00], [-0.02, 1.24, 0.70], [-0.69, 1.44, -0.75], [-0.15, 2.03, -1.63], [-2.35, 0.70, -0.96], [1.26, -2.63, 1.06], [1.53, -2.52, -0.59], [0.20, -0.76, -0.93], [0.59, -0.21, 1.97], [0.84, 2.02, 0.70], [-0.85, 1.73, 1.37], [-2.12, 0.29, -2.22]],
  "lowdin_charge": [0.2099, -0.1448, 0.0846, -0.1274, -0.7556, 0.0678, 0.8222, 0.1376, 0.1508, 0.1483, 0.1746, 0.1657, 0.1625, -0.0961],
  "smiles": "N/C=[NH+]/CC(=O)S",
  "de_lowest_kj_mol": 142.2,
  "total_charge": 1,
  "lumo_energy_ha": -0.1538,
  "orbital_gap_ev": 9.6,
  "e_homo_ev": -13.830
}



[10]
{
  "formula": "C3H7N2OS",
  "method": "ωB97M-V/def2-TZVPD",
  "symbols": ["C", "C", "C", "N", "N", "O", "S", "H", "H", "H", "H", "H", "H", "H"],
  "coordinates": [[1.55, 0.71, 0.39], [2.07, -0.51, -0.37], [-0.38, -0.41, -0.01], [-3.54, -0.02, -0.12], [0.14, 0.78, 0.29], [-1.63, -0.64, -0.27], [0.66, -1.75, -0.21], [1.94, 0.60, 1.36], [2.03, 1.63, -0.02], [2.01, -0.35, -1.38], [3.07, -0.75, -0.06], [-3.68, -0.02, 0.80], [-0.44, 1.62, 0.15], [-3.80, -0.88, -0.54]],
  "lowdin_charge": [-0.2217, -0.3029, -0.7038, 0.3978, 0.0788, -0.0493, 1.1146, 0.1124, 0.1542, 0.0459, 0.1029, 0.0037, 0.1951, 0.0724],
  "de_lowest_kj_mol": 480.3,
  "total_charge": 1,
  "lumo_energy_ha": [-0.2717, -0.2718],
  "orbital_gap_ev": [6.7, 6.7],
  "e_homo_ev": [-14.072, -14.072]
}



[11]
{
  "formula": "C3H7N2S",
  "method": "ωB97M-V/def2-TZVPD",
  "symbols": ["C", "N", "N", "C", "S", "C", "H", "H", "H", "H", "H", "H", "H"],
  "coordinates": [[-1.19, -0.32, 0.78], [-0.13, -0.76, 1.37], [1.05, -0.08, 0.72], [1.14, -0.05, -0.82], [-0.09, 1.12, -1.73], [-1.17, 0.88, -0.13], [-2.10, -0.78, 1.25], [1.23, 0.87, 1.08], [1.68, -0.71, 1.05], [2.26, 0.34, -1.02], [1.24, -1.00, -1.41], [-0.69, 1.67, 0.43], [-2.21, 1.07, -0.39]],
  "lowdin_charge": [-0.1186, 0.1163, 0.0060, -0.3674, 0.8681, -0.3711, 0.1603, 0.1910, 0.1206, 0.1363, 0.1094, 0.0617, 0.0874],
  "smiles": "C1=N[NH2+]CSC1",
  "de_lowest_kj_mol": 362.4,
  "total_charge": 1,
  "lumo_energy_ha": -0.1619,
  "orbital_gap_ev": 9.5,
  "e_homo_ev": -13.895
}



[12]
{
  "formula": "C3H7N2S",
  "method": "ωB97M-V/def2-TZVPD",
  "symbols": ["N", "C", "N", "C", "C", "S", "H", "H", "H", "H", "H", "H", "H"],
  "coordinates": [[-1.57, -0.34, 0.84], [-0.56, -0.33, 0.00], [-0.11, -1.43, -0.55], [0.12, 0.96, -0.31], [1.61, 0.96, -0.02], [2.53, -0.33, 0.24], [-1.92, 0.52, 1.25], [-2.05, -1.19, 1.08], [0.75, -1.43, -1.07], [-0.51, -2.33, -0.32], [0.01, 1.18, -1.38], [-0.34, 1.79, 0.24], [2.04, 1.96, -0.01]],
  "lowdin_charge": [0.2347, -0.3870, 0.1993, -0.1549, -0.5900, 0.8169, 0.1445, 0.1477, 0.0873, 0.1501, 0.1521, 0.1326, 0.0667],
  "smiles": "NC(=[NH2+])CC=S",
  "de_lowest_kj_mol": 22.8,
  "total_charge": 1,
  "lumo_energy_ha": -0.1610,
  "orbital_gap_ev": 8.7,
  "e_homo_ev": -13.048
}



[13]
{
  "formula": "C3H7N3",
  "method": "ωB97M-V/def2-TZVPD",
  "symbols": ["H", "N", "N", "C", "C", "C", "N", "H", "H", "H", "H", "H", "H"],
  "coordinates": [[-2.30, -1.79, -0.04], [-1.88, -1.12, 0.62], [-1.77, 0.10, 0.16], [-0.50, 0.34, -0.13], [0.06, 1.73, -0.10], [0.24, -0.87, -0.15], [1.57, -0.94, 0.10], [0.73, 1.91, -0.94], [0.61, 1.93, 0.82], [-0.77, 2.44, -0.14], [-0.11, -1.70, -0.75], [2.03, -0.23, 0.64], [2.08, -1.79, -0.08]],
  "lowdin_charge": [0.0528, -0.0100, -0.0761, -0.3801, -0.0588, -0.1620, 0.1059, 0.0728, 0.0726, 0.0744, 0.1112, 0.0984, 0.0988],
  "smiles": "[H]/N=N/C(C)=C/N",
  "de_lowest_kj_mol": 339.4,
  "lumo_energy_ha": [0.0280, 0.0201],
  "orbital_gap_ev": [7.8, 8.4],
  "e_homo_ev": [-7.086, -7.812]
}



[14]
{
  "formula": "C3H7N3",
  "method": "ωB97M-V/def2-TZVPD",
  "symbols": ["H", "N", "C", "N", "N", "C", "C", "H", "H", "H", "H", "H", "H"],
  "coordinates": [[1.86, -1.65, -0.34], [2.14, -0.84, -0.06], [1.09, -0.20, -0.21], [1.01, 1.09, 0.02], [-0.21, -0.81, -0.33], [-1.41, -0.42, 0.48], [-1.14, 0.25, -0.72], [0.60, 1.18, 1.05], [2.03, 1.38, 0.10], [-1.37, 0.23, 1.34], [-1.95, -1.38, 0.98], [-0.94, 1.37, -0.74], [-1.69, -0.20, -1.57]],
  "lowdin_charge": [-0.0362, 0.1836, -0.6103, 0.0522, 0.0045, -0.1683, -0.2198, 0.1711, 0.1317, 0.0800, 0.1620, 0.1353, 0.1141],
  "smiles": "[H]/N=C(/N)N1CC1",
  "de_lowest_kj_mol": 380.6,
  "lumo_energy_ha": 0.0316,
  "orbital_gap_ev": 10.6,
  "e_homo_ev": -9.728
}



[15]
{
  "formula": "C3H7N3",
  "method": "ωB97M-V/def2-TZVPD",
  "symbols": ["N", "N", "C", "C", "C", "N", "H", "H", "H", "H", "H", "H", "H"],
  "coordinates": [[-1.22, -1.03, -0.57], [-0.33, -0.18, -0.11], [0.58, -0.38, 1.06], [1.25, 0.90, 1.21], [0.53, 1.71, 0.34], [-0.43, 1.08, -0.33], [-1.96, -1.15, 0.23], [-1.84, -0.47, -1.19], [1.18, -1.13, 0.57], [0.01, -0.82, 1.88], [2.17, 1.17, 1.67], [0.31, 0.19, -2.12], [-0.25, 0.12, -2.63]],
  "lowdin_charge": [0.0416, -0.3746, -0.1424, -0.0884, -0.0609, -0.0109, 0.1309, 0.0859, 0.1243, 0.1163, 0.0723, 0.0498, 0.0561],
  "smiles": "NN1CC=C=N1.[H][H]",
  "de_lowest_kj_mol": 713.6,
  "lumo_energy_ha": [-0.0077, -0.0253],
  "orbital_gap_ev": [8.6, 6.3],
  "e_homo_ev": [-8.761, -7.001]
}



[16]
{
  "formula": "C3H7N3",
  "method": "ωB97M-V/def2-TZVPD",
  "symbols": ["C", "C", "N", "N", "C", "N", "H", "H", "H", "H", "H", "H", "H"],
  "coordinates": [[-0.49, -0.03, 0.02], [0.32, -0.09, -1.14], [-0.46, 1.14, 0.73], [-0.94, -1.18, 0.63], [2.28, -0.01, -0.22], [2.49, 0.73, 0.66], [-0.97, 1.14, 1.60], [-1.02, -2.01, 0.07], [0.51, 1.46, 0.85], [-1.66, -1.08, 1.33], [0.43, -1.03, -1.68], [0.61, 0.83, -1.62], [-1.08, 0.13, -1.23]],
  "lowdin_charge": [-0.5897, -0.0810, 0.1245, 0.1384, -0.2719, -0.0890, 0.1016, 0.1081, 0.0635, 0.1043, 0.0914, 0.0902, 0.2096],
  "de_lowest_kj_mol": 338.2,
  "lumo_energy_ha": 0.0114,
  "orbital_gap_ev": 9.3,
  "e_homo_ev": -9.014
}



[17]
{
  "formula": "C3H7N3",
  "method": "ωB97M-V/def2-TZVPD",
  "symbols": ["C", "C", "C", "N", "N", "N", "H", "H", "H", "H", "H", "H", "H"],
  "coordinates": [[0.27, -0.62, 0.02], [-0.58, 0.61, 0.06], [1.60, 0.07, -0.24], [-2.35, -1.03, -0.56], [-2.12, 0.07, -0.20], [2.65, 0.01, 0.46], [-2.86, 0.82, -0.05], [2.53, -0.48, 1.35], [0.28, -1.16, 0.96], [-0.03, -1.24, -0.84], [-0.45, 1.31, -0.77], [-0.63, 1.11, 1.02], [1.71, 0.54, -1.22]],
  "lowdin_charge": [-0.2003, -0.1445, -0.2863, 0.0432, -0.2036, 0.0843, 0.1287, 0.0446, 0.1136, 0.1017, 0.1048, 0.1089, 0.1048],
  "de_lowest_kj_mol": 309.5,
  "lumo_energy_ha": 0.0323,
  "orbital_gap_ev": 8.9,
  "e_homo_ev": -8.069
}



[18]
{
  "formula": "C3H7N3",
  "method": "ωB97M-V/def2-TZVPD",
  "symbols": ["N", "C", "C", "N", "C", "N", "H", "H", "H", "H", "H", "H", "H"],
  "coordinates": [[1.35, -1.25, 1.00], [0.03, -0.89, 0.50], [-0.11, 0.53, 0.06], [1.00, 1.15, -0.20], [-2.44, 1.27, -1.26], [-3.34, 1.47, -1.97], [1.28, -1.80, 1.85], [1.88, -1.79, 0.33], [-0.76, -1.10, 1.23], [-0.27, -1.46, -0.39], [-1.50, 1.05, -0.56], [1.91, 0.73, -0.01], [0.97, 2.08, -0.59]],
  "lowdin_charge": [-0.0122, -0.2817, -0.1592, 0.1046, -0.1847, -0.0232, 0.0699, 0.0702, 0.1147, 0.1263, -0.0421, 0.1024, 0.1150],
  "de_lowest_kj_mol": 251.6,
  "lumo_energy_ha": 0.0167,
  "orbital_gap_ev": 9.4,
  "e_homo_ev": -8.964
}



[19]
{
  "formula": "C3H7N3",
  "method": "ωB97M-V/def2-TZVPD",
  "symbols": ["H", "N", "C", "N", "N", "C", "C", "H", "H", "H", "H", "H", "H"],
  "coordinates": [[-1.25, -0.52, 2.61], [-1.26, 0.17, 1.88], [-0.36, 0.02, 0.95], [0.56, -1.01, 1.15], [-0.51, 0.74, -0.25], [0.61, 1.11, -1.03], [-0.31, 0.09, -1.62], [0.41, -1.63, 1.91], [0.99, -1.78, 0.41], [0.29, 2.25, -1.33], [1.66, 1.05, -0.77], [-1.00, 0.42, -2.29], [0.18, -0.91, -1.61]],
  "lowdin_charge": [0.0211, 0.1057, -0.5291, 0.0677, -0.0578, -0.1956, -0.0510, 0.0583, 0.1628, 0.1498, 0.0992, 0.0640, 0.1051],
  "smiles": "[H]/N=C(\\N)N1CC1",
  "de_lowest_kj_mol": 287.3,
  "lumo_energy_ha": 0.0269,
  "orbital_gap_ev": 9.9,
  "e_homo_ev": -9.118
}